1.
ORCA calculation (the ωB97M-V functional and the def2-TZVPD basis) on a gas-phase ion, C5H13N2 (charge +1) at a distorted geometry.

Structure (XYZ):
```
20
Properties=species:S:1:pos:R:3:forces:R:3
C -1.07074 1.33677 -0.67325 -1.98 -0.13 -1.34
C 1.95580 1.26857 0.26012 -0.94 1.73 -1.73
C 0.23173 -1.97781 0.27098 2.74 -2.44 -0.32
C -2.41959 -0.37569 0.43611 1.71 0.34 -1.89
C 1.48618 -0.00067 -0.41262 -1.38 0.51 0.88
N 0.26111 -0.57973 0.28760 -1.70 2.86 -0.45
N -1.18091 0.19629 -0.14633 3.63 -1.24 0.14
H -0.11390 1.64600 -1.06725 -0.21 0.34 0.10
H -2.06052 1.83578 -0.93286 1.61 -0.14 0.59
H 2.32079 1.21120 1.23446 -0.25 -0.52 1.97
H 2.83782 1.56108 -0.22311 1.64 0.17 -1.20
H 1.38970 2.22855 0.08826 -0.08 -1.23 0.62
H 1.04164 -2.13873 1.00894 -0.42 -0.37 0.13
H -0.58693 -2.52847 0.63605 -1.42 0.04 0.63
H 0.66059 -2.59971 -0.57085 -0.79 1.25 -0.16
H -2.54438 -1.30861 -0.14605 -0.28 0.11 1.17
H -3.17937 0.33625 0.12881 -0.38 -0.13 0.57
H -2.11238 -0.36329 1.47059 -0.99 -0.77 0.55
H 1.21363 0.15774 -1.45819 0.36 -0.11 -0.16
H 2.33901 -0.69553 -0.34192 -0.88 -0.28 -0.10
```
Positions in Å, forces in eV/Å.

Calculated values
- HOMO: -13.79 eV
- SMILES string: C=[N+](C)N(C)CC
- Largest force on an atom: 3.84 eV Å⁻¹
- Total charge: +1

Atomic partial charges in e from the Löwdin method, atoms 1 to 4: number 1, C, carries 0.13; number 2, C, carries -0.09; number 3, C, carries -0.12; number 4, C, carries 0.04

=====

2.
ORCA calculation (the ωB97M-V functional and the def2-TZVPD basis) on 15 unconnected molecules or ions with the total composition C45H97F2N13O19 at a distorted geometry.

Structure (XYZ):
```
176
Properties=species:S:1:pos:R:3:forces:R:3
C 12.82785 14.50584 9.48908 0.80 -0.84 -0.28
C 12.49574 14.23976 8.01707 -1.21 0.19 0.24
O 11.85400 15.43386 7.66791 -0.30 -0.18 -1.00
C 11.49541 16.12217 8.74450 -0.91 4.29 -0.12
O 10.97639 17.23538 8.72294 0.69 -2.86 -0.03
O 11.93172 15.54282 9.84632 0.17 -0.45 0.97
F 11.57636 13.21190 7.85992 0.44 0.22 0.27
H 13.86678 14.83810 9.56320 -0.12 0.19 0.10
H 12.69618 13.65831 10.15508 -0.12 -0.08 -0.19
H 13.25855 14.11436 7.27209 0.67 -0.39 0.15
C 16.20601 14.04898 18.19885 -0.76 0.56 -1.22
C 17.31181 13.06954 18.51862 -1.17 -0.10 1.12
O 16.83173 12.57992 19.72723 0.56 -1.18 1.60
C 15.96090 13.42137 20.34765 -1.24 -0.57 2.19
O 15.62596 13.35870 21.52657 1.03 0.25 -3.29
O 15.46666 14.23965 19.41318 0.66 0.56 0.25
F 18.49024 13.71150 18.79660 0.12 -0.04 -0.58
H 15.48196 13.70332 17.43898 0.61 -0.03 0.25
H 16.64094 14.99765 17.89757 -0.09 0.17 -0.15
H 17.43426 12.20553 17.86867 0.38 0.48 -0.25
C 11.48450 18.77960 19.92491 0.01 0.36 -0.35
O 11.49230 18.09168 18.90945 0.01 0.11 0.34
N 12.04518 20.00679 20.02583 -0.18 -0.11 -0.77
C 12.02879 20.77623 21.26138 -0.41 0.07 -0.16
C 12.64950 20.60176 18.80980 0.53 -0.70 1.43
H 10.96089 18.45678 20.83630 0.16 -0.04 0.15
H 11.88386 21.83362 20.96797 0.41 -0.43 0.48
H 12.90659 20.59255 21.91024 -0.21 0.37 -0.55
H 11.14550 20.49438 21.83850 0.04 -0.03 0.02
H 13.68761 20.82815 19.08092 -0.12 0.25 -0.39
H 12.64831 19.82319 18.06077 -0.03 -0.01 -0.26
H 12.11741 21.48659 18.47289 -0.10 0.10 0.07
C 16.22572 8.08902 16.99538 -1.46 -0.22 0.36
O 17.37970 8.44371 17.11215 0.28 0.23 -0.03
N 15.13185 8.78574 17.43375 0.73 0.59 -1.14
C 13.76023 8.42954 17.05381 -0.19 -0.46 0.70
C 15.35263 10.14765 17.96662 -0.33 -0.61 -0.29
H 15.95012 7.10099 16.57403 0.05 0.18 -0.06
H 13.26269 7.99323 17.93132 -0.04 0.11 -0.18
H 13.71799 7.67198 16.26783 0.29 0.13 -0.01
H 13.13814 9.28436 16.74583 0.61 -0.06 0.00
H 16.18120 10.08290 18.66652 -0.02 0.24 0.08
H 15.58597 10.89948 17.16918 -0.33 -0.60 0.53
H 14.42055 10.37947 18.48463 0.31 0.55 0.05
C 17.78157 11.18902 15.31178 0.22 -0.41 0.53
O 17.24713 12.28299 15.38784 -0.26 0.39 -0.14
N 18.46894 10.72339 14.25583 0.61 0.14 -0.33
C 18.60593 11.50043 13.03799 -0.17 0.05 -0.02
C 19.15319 9.44607 14.29077 0.09 -0.40 0.02
H 17.74221 10.46710 16.15386 0.08 0.08 -0.30
H 18.00235 12.41067 13.14388 0.21 -0.32 -0.17
H 18.26847 10.88945 12.19509 -0.22 0.17 0.01
H 19.65017 11.74899 12.81365 -0.07 0.10 0.31
H 20.24480 9.47092 14.46574 -0.41 0.52 0.27
H 18.67757 8.82044 15.05538 0.24 -0.03 -0.27
H 19.08027 9.00556 13.29561 -0.37 -0.29 0.08
C 9.23980 12.68564 14.36758 0.92 -0.13 0.47
O 9.87563 12.52726 15.40619 -0.47 0.07 -0.51
N 9.29504 13.80946 13.62148 0.15 -0.15 -0.10
C 8.69652 14.00926 12.31682 0.16 -0.38 0.06
C 10.05310 14.97316 14.05774 -0.82 -0.19 0.15
H 8.63796 11.85312 13.96717 -0.20 0.32 -0.25
H 8.01483 14.84891 12.36423 -0.31 0.21 -0.05
H 8.15306 13.12580 11.97628 0.12 0.03 0.08
H 9.48104 14.27628 11.59196 -0.19 -0.21 0.07
H 9.32935 15.78495 14.04332 0.25 0.40 0.12
H 10.42907 14.84745 15.06691 0.11 -0.13 -0.06
H 10.83496 15.18213 13.34014 0.38 0.12 -0.04
C 15.84829 16.81708 22.32929 -2.47 -0.98 1.47
O 14.76072 16.68001 22.94504 2.36 0.65 -1.24
N 15.96941 17.24281 21.06602 -0.40 -0.65 -0.96
C 17.19168 17.06292 20.34339 1.33 0.23 -0.44
C 14.81314 17.53364 20.20902 0.33 0.80 0.91
H 16.81831 16.53693 22.78725 -0.27 0.18 -0.06
H 17.07801 16.48409 19.42390 -0.34 -0.20 0.19
H 17.96758 16.57911 20.93721 -0.21 -0.12 0.20
H 17.62961 17.99803 19.99435 -0.21 0.30 0.09
H 15.08884 18.46454 19.71911 -0.37 0.06 -0.35
H 14.56953 16.78171 19.45235 0.31 -0.19 0.32
H 13.97063 17.69193 20.87572 -0.17 -0.06 -0.10
C 16.01150 17.75973 8.95010 0.53 -0.08 0.70
O 15.21302 17.40494 8.12275 -0.73 -0.45 -0.71
N 16.86943 16.93999 9.62103 -0.62 0.84 -0.42
C 17.70452 17.50259 10.64614 0.29 -0.72 0.71
C 16.90155 15.49033 9.41056 0.52 1.26 -0.29
H 16.07642 18.83116 9.25094 0.25 -0.39 0.01
H 17.51698 18.56149 10.77399 -0.07 0.22 -0.19
H 18.78138 17.36192 10.42154 -0.48 -0.03 0.22
H 17.41941 17.01619 11.59743 0.53 0.15 -0.12
H 17.90945 15.27791 9.03003 -0.27 -0.46 0.08
H 16.73417 15.00052 10.36451 -0.12 -0.31 0.01
H 16.15378 15.25861 8.65330 0.08 -0.18 0.17
C 12.89414 17.57418 13.04481 1.03 0.31 -1.19
O 12.47962 17.41889 14.16494 -0.63 -0.14 1.08
N 12.89434 18.73209 12.34692 -0.40 0.15 -0.11
C 13.25283 18.74818 10.92898 -0.43 -0.16 -0.18
C 12.14614 19.87872 12.86628 0.41 -0.19 -0.54
H 13.43425 16.78997 12.49686 -0.09 -0.28 -0.07
H 14.00992 19.50529 10.67272 -0.07 -0.29 0.36
H 12.36094 18.97688 10.33284 0.10 -0.05 0.05
H 13.57636 17.74462 10.60865 0.08 0.45 0.22
H 12.80464 20.74993 12.80641 -0.28 0.11 0.05
H 11.24210 20.03940 12.25842 0.24 0.05 0.20
H 11.87417 19.68536 13.89869 0.01 -0.02 0.03
C 14.38310 11.63087 11.73598 -2.10 -1.31 4.04
O 14.81602 11.94846 10.70582 2.04 1.48 -4.54
N 13.20708 10.96847 11.92673 0.03 0.64 -0.33
C 12.63845 10.85780 13.25544 -0.09 -0.22 -0.10
C 12.28068 10.90942 10.78884 0.83 -0.79 0.55
H 14.87244 11.85204 12.68282 0.40 0.00 0.54
H 12.30493 9.83289 13.36677 -0.26 -0.22 0.31
H 11.76624 11.52324 13.38526 0.40 -0.11 0.09
H 13.39640 11.04157 14.03014 -0.23 0.14 -0.31
H 11.40682 11.47534 11.09270 -0.39 0.11 -0.45
H 12.80994 11.30584 9.91266 -0.44 0.00 0.27
H 12.02636 9.85630 10.59326 -0.19 0.39 -0.01
C 8.61989 16.98082 17.12971 2.23 3.45 -0.22
O 7.92304 16.04241 16.98738 -1.71 -2.45 -0.25
N 8.71583 18.03969 16.23333 -0.48 -1.11 0.54
C 9.57524 19.18207 16.40778 0.60 -0.24 -0.47
C 7.94841 17.98854 15.01782 -0.79 -0.18 0.17
H 9.31197 17.14346 17.97813 -0.10 -0.12 0.05
H 10.02673 19.37162 15.42163 0.10 0.11 0.28
H 10.38934 18.93316 17.09906 -0.31 0.22 0.01
H 9.04315 20.09714 16.69611 -0.02 -0.19 0.17
H 7.34113 18.89384 14.93777 0.03 0.01 -0.23
H 8.59180 17.88780 14.15075 0.20 0.18 -0.28
H 7.26625 17.12514 15.03321 0.30 0.30 0.15
C 15.21272 16.05163 14.71754 -0.15 -1.45 1.24
O 15.71062 15.61385 13.68568 -0.40 0.43 -0.06
N 14.40323 15.31308 15.55350 0.76 0.43 -0.95
C 13.68678 15.88284 16.68000 0.67 0.49 -0.14
C 13.77015 14.11030 15.03766 1.09 0.05 -0.35
H 15.49262 17.02194 15.14859 -0.10 0.16 -0.01
H 12.73874 16.28372 16.30514 -0.21 -0.33 0.53
H 14.26789 16.73956 17.04154 -0.11 -0.12 0.20
H 13.62737 15.10020 17.46884 -0.34 0.72 -0.39
H 13.00534 14.45328 14.34468 -0.70 -0.42 0.18
H 14.49548 13.54067 14.43037 -0.19 0.12 0.49
H 13.43495 13.54107 15.91749 -0.29 -0.02 -0.66
C 18.74546 15.91575 15.18946 0.42 -2.20 -3.63
O 18.80856 16.61528 16.13313 0.31 1.90 2.39
N 19.56338 16.01987 14.04920 -1.79 -0.79 0.87
C 20.83646 16.65222 14.10744 0.46 0.31 -0.06
C 19.48332 15.03692 12.97553 -0.09 -0.25 0.34
H 18.03058 15.07032 15.10428 0.01 0.25 -0.15
H 21.03378 17.02164 15.11629 0.10 -0.13 -0.16
H 20.85276 17.48129 13.40798 0.25 0.37 -0.11
H 21.58196 15.91869 13.75739 0.10 0.34 0.44
H 20.15252 14.21191 13.24144 0.15 -0.08 -0.40
H 18.48966 14.59428 12.83124 0.06 0.51 0.22
H 19.81459 15.50890 12.03894 -0.13 -0.23 0.24
C 16.91693 19.09373 16.72327 0.57 0.94 -1.05
O 16.45116 19.14681 17.82186 -0.93 -0.28 1.70
N 16.28101 19.51169 15.59593 0.17 -0.83 -0.54
C 16.99238 19.38797 14.33696 -0.78 -0.17 -0.24
C 14.86531 19.83086 15.54343 -0.18 0.78 0.29
H 17.96851 18.82737 16.54990 -0.06 -0.23 -0.13
H 16.45018 18.72596 13.64503 0.12 -0.06 0.15
H 17.98471 18.98416 14.50190 0.13 0.00 0.03
H 17.04828 20.35437 13.85255 0.21 0.35 -0.16
H 14.74731 20.82272 15.05480 -0.03 -0.47 0.31
H 14.24838 19.11398 14.98193 0.41 -0.10 0.05
H 14.46114 19.88428 16.56854 0.34 0.02 -0.43
C 12.32228 13.36901 19.83194 2.15 0.35 0.14
O 13.07648 12.67290 19.16610 -0.13 -0.66 -0.15
N 11.18273 13.88553 19.43961 -1.56 1.26 -0.77
C 10.73781 13.79016 18.02880 0.38 -0.84 1.26
C 10.68641 15.03102 20.19132 -0.11 0.24 -0.27
H 12.65046 13.79480 20.79847 -0.07 -0.54 0.20
H 9.65652 13.61774 18.02983 0.28 -0.03 -0.28
H 11.30496 12.92517 17.65658 -0.52 0.45 -0.41
H 10.96814 14.71494 17.49327 0.07 -0.09 -0.02
H 9.60056 15.05653 20.06301 0.07 0.09 0.34
H 10.98156 14.95155 21.24461 -0.28 -0.05 -0.24
H 11.10331 15.97171 19.78645 -0.18 -0.33 0.09
```
Positions in Å, forces in eV/Å.

Calculated values
- HOMO: -8.57 eV
- Largest force on an atom: 5.19 eV Å⁻¹

Atomic partial charges in e from the Löwdin method, atoms 1 to 4: number 1, C, carries -0.04; number 2, C, carries -0.24; number 3, O, carries 0.15; number 4, C, carries -0.56

=====

3.
ORCA calculation (the ωB97M-V functional and the def2-TZVPD basis) on a molecular structure, C10H36F2InNO14S2 at a distorted geometry.

Structure (XYZ):
```
66
Properties=species:S:1:pos:R:3:forces:R:3
In -2.55770 -0.35305 -5.97194 0.13 0.05 0.25
O -11.28622 3.39370 -3.66650 1.91 -4.48 2.82
C -10.99656 2.23040 -2.90647 -4.66 4.68 -3.23
C -9.50518 1.78749 -2.54854 7.06 -0.79 -2.91
O -8.66164 1.61893 -3.69859 -3.97 0.22 4.07
H -11.43635 1.33724 -3.35027 0.56 -0.19 -0.61
H -11.46516 2.36845 -1.93208 0.66 0.14 0.64
H -9.55766 0.93070 -1.87679 -0.75 -0.64 -0.63
H -8.99885 2.54128 -1.94560 -0.78 1.05 -0.16
N -1.04867 -0.82010 -0.29931 4.95 -3.28 0.08
S -1.47615 -0.46453 1.12158 -5.36 2.47 3.05
O -0.64420 0.33308 1.97852 0.60 -1.12 -0.09
O -2.39997 -1.42125 1.71996 1.36 1.07 -0.36
F -2.42501 0.69550 0.55009 -1.03 0.40 0.13
S 0.35004 -1.75630 0.27418 3.10 -1.37 -2.82
O 0.21204 -2.90648 1.13512 -1.12 1.47 -0.12
O 1.61333 -1.05275 0.35409 -1.74 0.55 0.62
F 0.62119 -2.47592 -1.12749 -0.84 -0.16 -0.71
C -7.84478 -5.30735 3.85076 0.51 0.19 0.56
O -7.06438 -4.85997 4.95723 -0.29 0.22 0.19
H -8.12463 -4.47298 3.20764 0.08 -0.03 -0.26
H -7.22799 -6.04549 3.33813 -0.55 -0.18 -0.48
H -8.76687 -5.72569 4.25434 0.19 -0.22 -0.07
H -6.27835 -4.43663 4.60431 0.08 0.04 0.05
C -1.93090 8.25272 2.77713 -0.20 0.30 -0.82
O -1.17974 9.14217 1.91030 -0.35 -0.52 0.99
H -2.54662 8.76058 3.51946 0.34 0.42 0.19
H -2.66346 7.74869 2.14672 0.31 -0.37 -0.03
H -1.24380 7.56344 3.26794 -0.29 -0.22 -0.04
H -0.33463 9.19858 2.36219 0.19 0.39 -0.30
C 8.35783 1.71195 2.85486 1.05 -0.10 2.46
O 8.44885 2.77098 1.99861 -0.59 1.68 -2.39
H 8.39217 2.20412 3.82681 -0.11 -0.70 0.87
H 7.43894 1.12580 2.86838 0.20 0.04 -0.87
H 9.30539 1.18297 2.75295 -0.43 -1.16 0.21
H 9.27507 3.20005 2.23281 -0.13 0.24 -0.29
C 1.63199 -8.91738 -2.12356 -0.55 0.70 2.09
O 2.10627 -9.17685 -3.36415 1.11 -1.36 -2.41
H 1.65750 -9.82498 -1.52049 -0.09 -0.29 -0.29
H 2.28402 -8.24190 -1.56976 -0.04 0.47 0.03
H 0.60779 -8.54611 -2.08803 -0.11 0.14 -0.08
H 1.93002 -8.56654 -4.08391 -0.31 0.35 0.66
C 0.88808 5.16585 -3.20132 0.58 -0.34 -0.35
O 0.38175 4.86763 -4.50907 -0.36 -0.45 0.35
H 0.85531 4.31101 -2.52585 -0.73 -0.27 -0.36
H 1.96631 5.29123 -3.30029 0.07 0.85 0.21
H 0.34011 5.98992 -2.74444 0.35 0.12 0.03
H 0.34748 5.68371 -5.01348 0.07 0.04 0.11
C 4.59451 -0.47038 -5.73367 -1.05 0.06 0.75
O 3.40139 0.23871 -6.16186 0.65 -0.61 -0.87
H 4.44845 -1.54852 -5.66758 -0.61 0.11 -0.02
H 5.45001 -0.36971 -6.40157 0.05 0.61 0.16
H 4.65903 -0.06589 -4.72356 1.36 -0.46 0.10
H 3.74912 1.12910 -6.25066 -0.46 0.28 -0.13
C 7.67539 -5.60865 -1.14238 0.80 0.18 -0.63
O 8.19338 -6.75026 -0.49409 -0.27 -0.32 0.33
H 7.69822 -4.76267 -0.45543 -0.34 -0.22 0.04
H 8.36457 -5.37615 -1.95421 -0.01 0.43 -0.26
H 6.70294 -5.78001 -1.60398 -0.28 0.13 0.37
H 8.16967 -7.45143 -1.14937 0.10 -0.20 0.16
C 1.23881 3.50648 7.35258 1.70 -0.45 -1.48
O -0.12947 3.56722 7.42711 -1.82 0.59 1.21
H 1.51320 4.01469 6.42817 0.64 -0.28 -0.31
H 1.87006 3.99599 8.09420 -0.99 0.22 0.70
H 1.54135 2.45939 7.34003 0.45 -0.08 -0.20
H -0.48670 3.23593 6.59993 0.03 -0.02 0.06
```
Positions in Å, forces in eV/Å.

Calculated values
- HOMO: -8.48 eV
- Largest force on an atom: 7.67 eV Å⁻¹

Atomic partial charges in e from the Löwdin method, atoms 1 to 4: number 1, In, carries 0.99; number 2, O, carries -0.02; number 3, C, carries -0.21; number 4, C, carries -0.21

=====

Number 1: gap between HOMO and LUMO 9.6 eV. Number 2: gap between HOMO and LUMO 8.9 eV. Number 3: gap between HOMO and LUMO 3.9 eV.